Record 1
ORCA calculation (ωB97M-V/def2-TZVPD) on a molecular structure, C32H14BF5N10S2V in a non-equilibrium geometry.

Each line ends with the Löwdin charge.
Positions of all 65 atoms, in Å:
V  -0.162  1.379  0.237  0.603
B  2.190  1.123  2.865  -0.390
N  0.743  1.675  3.090  -0.040
C  0.174  1.867  4.273  -0.073
C  -1.136  2.301  4.089  -0.044
C  -1.291  2.353  2.717  -0.158
N  -0.145  1.970  2.119  -0.137
N  2.647  1.391  1.392  -0.041
C  3.932  1.411  1.044  -0.086
C  4.031  1.632  -0.319  -0.052
C  2.717  1.747  -0.743  -0.165
N  1.877  1.595  0.294  -0.100
H  2.930  1.751  3.591  0.068
H  2.214  -0.059  3.100  0.076
H  0.732  1.680  5.176  0.128
H  -1.867  2.532  4.844  0.092
H  -2.143  2.637  2.125  0.098
H  4.694  1.271  1.793  0.122
H  4.925  1.704  -0.914  0.090
H  2.333  1.940  -1.728  0.064
S  -0.166  1.369  -2.195  0.724
C  -0.785  2.912  -2.704  -0.643
C  -1.167  3.083  -4.036  -0.061
C  -1.594  4.309  -4.517  -0.201
C  -1.974  4.451  -5.899  -0.186
N  -2.273  4.558  -7.004  0.146
C  -1.646  5.409  -3.645  -0.203
C  -1.282  5.241  -2.319  -0.070
C  -0.863  4.004  -1.820  -0.675
S  -0.440  3.848  -0.141  0.670
C  -2.066  6.707  -4.106  -0.189
N  -2.390  7.753  -4.456  0.142
H  -1.125  2.235  -4.708  0.116
H  -1.324  6.087  -1.645  0.110
F  -1.138  -5.753  -0.561  0.101
C  0.049  -3.783  0.162  -0.223
C  0.982  -2.742  -0.441  0.032
C  1.037  -1.427  -0.203  -0.060
C  0.269  -0.602  0.745  -0.207
C  -0.439  -1.071  1.777  -0.018
C  -1.269  -3.181  0.682  -0.078
H  1.699  -3.158  -1.143  0.124
H  1.790  -0.886  -0.770  0.089
H  -0.933  -0.401  2.479  0.108
H  -1.876  -4.012  1.041  0.169
F  -1.916  -2.486  2.881  0.009
C  -0.838  -2.500  1.963  -0.320
C  0.218  -3.476  2.393  -0.156
F  0.685  -3.385  3.658  0.069
C  0.711  -4.289  1.435  -0.067
C  -0.552  -4.591  -1.000  -0.391
C  -1.581  -3.598  -1.508  -0.145
F  -1.967  -3.656  -2.788  0.104
C  -1.932  -2.681  -0.611  -0.033
C  -2.764  -1.495  -0.869  -0.153
C  -2.410  -0.304  -0.329  -0.148
N  -1.989  0.711  0.101  0.034
C  -3.769  -1.478  -1.883  -0.222
N  -4.605  -1.459  -2.679  0.122
F  0.299  -4.946  -1.990  0.105
C  1.755  -5.271  1.494  -0.221
C  2.377  -5.643  2.714  -0.267
N  2.901  -5.974  3.693  0.081
C  2.246  -5.904  0.329  -0.274
N  2.663  -6.427  -0.619  0.096

Properties
gap between HOMO and LUMO (spin up / spin down) = 4.493 / 5.270 eV
energy above the lowest of the compared OMol25 structures with the same formula, charge and spin = 49.8 kcal per mole
total charge = -2
spin multiplicity = 2



Record 2
ORCA calculation (ωB97M-V/def2-TZVPD) on a molecular structure, C6H23Li2N2O6 in a non-equilibrium geometry.

Each line ends with the Löwdin charge.
Positions of all 39 atoms, in Å:
Li  -10.386  10.749  -21.971  0.659
Li  -11.021  10.855  -24.670  0.797
N  -6.987  11.295  -22.862  0.308
H  -6.461  11.928  -22.277  0.155
H  -7.467  10.600  -22.308  0.035
H  -6.258  10.898  -23.437  0.151
H  -7.797  11.670  -23.335  0.072
N  -9.416  7.533  -22.721  0.317
H  -8.797  7.417  -23.510  0.150
H  -9.489  6.659  -22.219  0.159
H  -10.320  7.894  -22.989  0.084
H  -9.013  8.307  -22.213  0.043
C  -7.765  9.584  -20.156  -0.266
O  -8.587  9.723  -21.275  -0.475
H  -8.031  10.173  -19.279  0.076
H  -7.803  8.594  -19.701  0.067
H  -6.709  9.621  -20.422  0.068
C  -10.196  13.296  -23.681  -0.197
O  -9.613  12.008  -23.654  -0.434
H  -10.176  13.580  -22.628  0.079
H  -9.570  14.021  -24.202  0.099
H  -11.163  13.313  -24.183  0.077
C  -12.942  9.512  -22.802  -0.148
O  -11.576  9.430  -23.136  -0.295
H  -13.462  8.594  -23.076  0.125
H  -13.189  9.542  -21.741  0.089
H  -13.357  10.395  -23.288  0.095
C  -11.507  9.468  -18.735  -0.030
O  -11.742  10.816  -18.362  0.027
C  -11.808  11.770  -19.342  -0.421
O  -11.692  11.573  -20.579  -0.008
O  -11.876  12.938  -18.632  0.031
C  -11.657  14.183  -19.112  -0.079
H  -12.311  8.872  -18.305  0.109
H  -10.541  9.113  -18.375  0.103
H  -11.540  9.273  -19.807  0.066
H  -11.317  14.848  -18.318  0.115
H  -12.507  14.695  -19.564  0.107
H  -10.920  14.224  -19.914  0.089

Properties
gap between HOMO and LUMO (spin up / spin down) = 8.670 / 4.108 eV
total charge = +2
spin multiplicity = 2